7 unconnected molecules or ions with the total composition C64H71IO2S at a distorted geometry, computed with wB97M-V/def2-TZVPD.

The multiplicity is 1. The value obtained for the orbital gap is 0.29577 hartree. The value obtained for the HOMO energy is -8.6538 eV.

Each atom is followed by the atoms it is bonded to, with distances in Å.
Positions of all 139 atoms, in Å:
1 C 2.35 -1.41 3.74  C2 1.558, H33 1.093, H34 1.096, H35 1.094
2 C 0.87 -1.24 3.28  C1 1.558, C3 1.550, H36 1.095, H37 1.094
3 C 0.70 -1.38 1.75  C2 1.550, C4 1.538, H38 1.098, H39 1.099
4 C -0.50 -2.23 1.33  C3 1.538, C5 1.547, H40 1.099, H41 1.098
5 C -1.85 -1.66 1.84  C4 1.547, C6 1.552, H42 1.096, H43 1.096
6 C -2.92 -1.81 0.72  C5 1.552, C7 1.560, H44 1.098, H45 1.089
7 C -4.23 -1.04 1.05  C6 1.560, C8 1.548, H46 1.096, H47 1.095
8 C -4.66 -0.02 -0.02  C7 1.548, C9 1.516, H48 1.090, H49 1.097
9 C -3.54 0.87 -0.52  C8 1.516, C10 1.389, C15 1.393
10 C -2.88 0.53 -1.70  C9 1.389, I11 2.133, C12 1.369
11 I -3.42 -1.18 -2.86  C10 2.133
12 C -1.84 1.26 -2.20  C10 1.369, C13 1.366, H50 1.085
13 C -1.46 2.37 -1.49  C12 1.366, C14 1.375, C31 1.510
14 C -2.07 2.74 -0.32  C13 1.375, C15 1.390, C19 1.520
15 C -3.14 2.00 0.18  C9 1.393, C14 1.390, C16 1.522
16 C -3.82 2.46 1.47  C15 1.522, C17 1.555, H51 1.088, H52 1.095
17 C -2.88 2.49 2.71  C16 1.555, C18 1.568, H53 1.094, H54 1.093
18 C -3.34 1.48 3.81  C17 1.568, H55 1.094, H56 1.093, H57 1.091
19 C -1.50 3.97 0.36  C14 1.520, O20 1.218, C21 1.511
20 O -2.19 4.81 0.91  C19 1.218
21 C 0.01 4.04 0.30  C19 1.511, C22 1.380, C30 1.373
22 C 0.79 4.44 1.37  C21 1.380, C23 1.373, H58 1.087
23 C 2.15 4.44 1.23  C22 1.373, C24 1.527, C28 1.379
24 C 3.08 4.86 2.37  C23 1.527, S25 1.840, H59 1.093, H60 1.091
25 S 3.84 6.47 1.94  C24 1.840, C26 1.820
26 C 5.43 6.10 1.13  S25 1.820, C27 1.561, H61 1.093, H62 1.093
27 C 5.39 6.23 -0.43  C26 1.561, H63 1.090, H64 1.099, H65 1.092
28 C 2.75 4.03 0.06  C23 1.379, C29 1.379, H66 1.085
29 C 1.98 3.65 -1.02  C28 1.379, C30 1.373, H67 1.085
30 C 0.61 3.66 -0.86  C21 1.373, C29 1.373, C31 1.507
31 C -0.30 3.21 -1.98  C13 1.510, C30 1.507, O32 1.218
32 O -0.15 3.52 -3.14  C31 1.218
33 H 3.03 -1.52 2.89  C1 1.093
34 H 2.42 -2.31 4.36  C1 1.096
35 H 2.69 -0.58 4.37  C1 1.094
36 H 0.57 -0.23 3.59  C2 1.095
37 H 0.24 -1.99 3.78  C2 1.094
38 H 1.61 -1.84 1.33  C3 1.098
39 H 0.64 -0.39 1.28  C3 1.099
40 H -0.48 -2.29 0.23  C4 1.099
41 H -0.35 -3.26 1.68  C4 1.098
42 H -2.16 -2.29 2.68  C5 1.096
43 H -1.77 -0.60 2.11  C5 1.096
44 H -3.11 -2.89 0.66  C6 1.098
45 H -2.44 -1.50 -0.21  C6 1.089
46 H -5.03 -1.79 1.10  C7 1.096
47 H -4.09 -0.57 2.03  C7 1.095
48 H -5.22 -0.49 -0.84  C8 1.090
49 H -5.39 0.65 0.46  C8 1.097
50 H -1.29 1.01 -3.10  C12 1.085
51 H -4.73 1.89 1.65  C16 1.088
52 H -4.14 3.49 1.28  C16 1.095
53 H -2.98 3.48 3.17  C17 1.094
54 H -1.82 2.37 2.46  C17 1.093
55 H -3.30 1.99 4.77  C18 1.094
56 H -2.66 0.63 3.79  C18 1.093
57 H -4.38 1.17 3.66  C18 1.091
58 H 0.33 4.73 2.31  C22 1.087
59 H 3.87 4.11 2.50  C24 1.093
60 H 2.49 4.95 3.29  C24 1.091
61 H 5.83 5.13 1.41  C26 1.093
62 H 6.13 6.86 1.50  C26 1.093
63 H 6.11 6.95 -0.81  C27 1.090
64 H 5.66 5.23 -0.80  C27 1.099
65 H 4.38 6.40 -0.80  C27 1.092
66 H 3.83 4.00 -0.05  C28 1.085
67 H 2.44 3.36 -1.96  C29 1.085
68 C -3.48 -5.23 3.68  C69 1.388, C73 1.388, H74 1.083
69 C -4.54 -4.52 3.14  C68 1.388, C70 1.388, H75 1.084
70 C -5.63 -5.20 2.61  C69 1.388, C71 1.388, H76 1.083
71 C -5.66 -6.58 2.62  C70 1.388, C72 1.388, H77 1.083
72 C -4.60 -7.30 3.16  C71 1.388, C73 1.388, H78 1.083
73 C -3.51 -6.62 3.68  C68 1.388, C72 1.388, H79 1.083
74 H -2.63 -4.71 4.09  C68 1.083
75 H -4.52 -3.44 3.14  C69 1.084
76 H -6.46 -4.64 2.18  C70 1.083
77 H -6.51 -7.11 2.21  C71 1.083
78 H -4.62 -8.38 3.16  C72 1.083
79 H -2.67 -7.18 4.10  C73 1.083
80 C 1.92 -3.35 8.22  C81 1.388, C85 1.388, H86 1.083
81 C 1.16 -3.70 7.11  C80 1.388, C82 1.388, H87 1.083
82 C 0.81 -5.02 6.90  C81 1.388, C83 1.388, H88 1.083
83 C 1.21 -6.00 7.81  C82 1.388, C84 1.388, H89 1.083
84 C 1.96 -5.65 8.92  C83 1.388, C85 1.388, H90 1.083
85 C 2.32 -4.32 9.12  C80 1.388, C84 1.388, H91 1.083
86 H 2.20 -2.31 8.38  C80 1.083
87 H 0.85 -2.94 6.40  C81 1.083
88 H 0.23 -5.30 6.03  C82 1.083
89 H 0.93 -7.03 7.65  C83 1.083
90 H 2.26 -6.40 9.63  C84 1.083
91 H 2.91 -4.05 9.99  C85 1.083
92 C 8.64 8.58 -2.57  C93 1.388, C97 1.389, H98 1.083
93 C 10.01 8.46 -2.80  C92 1.388, C94 1.388, H99 1.083
94 C 10.89 9.37 -2.23  C93 1.388, C95 1.388, H100 1.083
95 C 10.41 10.38 -1.41  C94 1.388, C96 1.388, H101 1.083
96 C 9.04 10.50 -1.18  C95 1.388, C97 1.388, H102 1.083
97 C 8.16 9.60 -1.76  C92 1.389, C96 1.388, H103 1.083
98 H 7.96 7.87 -3.02  C92 1.083
99 H 10.38 7.66 -3.43  C93 1.083
100 H 11.95 9.28 -2.41  C94 1.083
101 H 11.09 11.09 -0.96  C95 1.083
102 H 8.67 11.29 -0.54  C96 1.083
103 H 7.10 9.69 -1.58  C97 1.083
104 C 1.49 -0.43 -4.13  C105 1.388, C109 1.389, H110 1.083
105 C 2.31 -1.55 -4.22  C104 1.388, C106 1.388, H111 1.083
106 C 3.69 -1.41 -4.21  C105 1.388, C107 1.388, H112 1.083
107 C 4.26 -0.14 -4.09  C106 1.388, C108 1.388, H113 1.083
108 C 3.44 0.98 -3.99  C107 1.388, C109 1.389, H114 1.083
109 C 2.06 0.83 -4.02  C104 1.389, C108 1.389, H115 1.084
110 H 0.42 -0.54 -4.15  C104 1.083
111 H 1.87 -2.53 -4.31  C105 1.083
112 H 4.33 -2.28 -4.28  C106 1.083
113 H 5.33 -0.03 -4.07  C107 1.083
114 H 3.88 1.96 -3.90  C108 1.083
115 H 1.42 1.71 -3.95  C109 1.084
116 C -5.92 -0.71 -6.67  C117 1.388, C121 1.388, H122 1.083
117 C -4.92 -1.48 -6.08  C116 1.388, C118 1.388, H123 1.087
118 C -4.36 -2.54 -6.78  C117 1.388, C119 1.388, H124 1.084
119 C -4.77 -2.82 -8.07  C118 1.388, C120 1.388, H125 1.083
120 C -5.77 -2.05 -8.66  C119 1.388, C121 1.389, H126 1.083
121 C -6.34 -1.00 -7.96  C116 1.388, C120 1.389, H127 1.083
122 H -6.36 0.11 -6.13  C116 1.083
123 H -4.59 -1.25 -5.07  C117 1.087
124 H -3.58 -3.14 -6.31  C118 1.084
125 H -4.33 -3.64 -8.61  C119 1.083
126 H -6.09 -2.27 -9.67  C120 1.083
127 H -7.12 -0.40 -8.43  C121 1.083
128 C -2.96 -6.99 -4.52  C129 1.388, C133 1.388, H134 1.083
129 C -2.04 -7.48 -3.61  C128 1.388, C130 1.388, H135 1.083
130 C -1.47 -6.62 -2.67  C129 1.388, C131 1.388, H136 1.083
131 C -1.84 -5.29 -2.64  C130 1.388, C132 1.387, H137 1.084
132 C -2.76 -4.80 -3.55  C131 1.387, C133 1.388, H138 1.084
133 C -3.32 -5.65 -4.50  C128 1.388, C132 1.388, H139 1.083
134 H -3.40 -7.65 -5.26  C128 1.083
135 H -1.76 -8.52 -3.63  C129 1.083
136 H -0.75 -7.00 -1.96  C130 1.083
137 H -1.40 -4.62 -1.90  C131 1.084
138 H -3.04 -3.75 -3.52  C132 1.084
139 H -4.04 -5.26 -5.21  C133 1.083

Löwdin atomic charge list, values in e, 2 entries: C -0.103; C -0.242